Density functional theory data (the ωB97M-V functional and the def2-TZVPD basis) for a molecular structure, C15H40Br2CuO15S5 at a distorted geometry.

Properties
- E_tot: -285812.555 eV
- Relative energy (zero: lowest compared OMol25 entry of this formula, charge and spin): 65.5 kcal per mole
- HOMO (spin up / spin down): -8.6 / -8.6 eV
- Multiplicity: 2

```
78
Properties=species:S:1:pos:R:3:mulliken_spin:R:1
Br 1.61 -3.36 -0.12 0.1699
Br -1.98 -2.12 -1.93 0.1693
Cu 0.10 -1.18 -0.45 0.6073
S -2.35 1.15 1.02 0.0056
S -1.41 -2.36 2.64 -0.0050
S 1.20 1.97 -2.80 0.0013
S 2.59 0.73 1.38 0.0017
S 1.78 -1.71 -3.98 0.0004
O 2.45 0.31 2.97 0.0003
O 1.18 3.59 -2.43 0.0001
O -1.23 0.47 0.31 0.0217
O 1.30 -1.11 -5.22 -0.0004
O 1.32 -1.16 -2.64 0.0178
O -2.55 2.72 0.47 0.0004
O 2.53 1.67 -3.41 0.0000
O 3.44 -1.70 -3.96 -0.0001
O 1.58 -0.07 0.61 0.0099
O -1.02 -2.48 4.04 0.0001
O -2.46 1.16 2.49 0.0015
O 2.52 2.20 1.31 0.0029
O -3.05 -2.02 2.56 0.0001
O 0.68 1.17 -1.67 -0.0049
O -0.65 -1.65 1.62 0.0053
C 2.64 -1.10 3.33 0.0004
C -3.40 4.86 0.42 0.0000
C -3.82 -2.24 3.71 0.0000
C 1.56 -3.59 -4.14 -0.0015
C 4.06 -2.07 -2.81 -0.0004
C -0.13 1.99 -4.11 -0.0005
C 1.98 -1.43 4.70 0.0000
C -3.89 0.48 0.34 0.0000
C -1.57 -4.12 2.00 -0.0004
C 0.14 4.05 -1.55 -0.0001
C -5.30 -2.30 3.38 0.0000
C 5.53 -1.50 -3.03 -0.0002
C 4.25 0.04 0.83 -0.0003
C -3.57 3.45 0.97 0.0002
C 0.21 5.55 -1.76 0.0000
H 2.52 -0.94 5.51 0.0000
H -3.66 -3.20 4.21 0.0000
H -2.40 -4.61 2.52 -0.0003
H 6.07 -1.70 -3.96 0.0000
H -0.48 6.05 -1.08 0.0000
H -3.84 5.55 1.13 0.0000
H -4.06 4.97 -0.45 0.0000
H 2.02 -2.49 4.94 0.0000
H 0.92 -1.15 4.72 0.0000
H 0.39 3.82 -0.51 0.0001
H -6.01 -2.43 4.20 0.0000
H 3.80 -1.53 -1.90 -0.0007
H 3.70 -1.37 3.29 -0.0002
H -4.71 0.53 1.05 -0.0002
H -3.80 -0.58 0.10 -0.0002
H 4.21 0.11 -0.25 0.0006
H -5.71 -1.44 2.85 0.0000
H 2.32 -1.79 2.55 -0.0006
H 0.04 5.95 -2.75 0.0000
H 0.10 1.35 -4.96 -0.0001
H -0.59 -4.58 2.15 0.0006
H 1.97 -3.84 -5.12 0.0000
H 4.00 -3.16 -2.75 0.0004
H 4.92 0.76 1.31 0.0000
H -3.70 -1.49 4.49 0.0000
H 6.16 -1.79 -2.20 0.0000
H 4.34 -0.94 1.30 -0.0001
H -1.80 -3.96 0.94 -0.0017
H 1.22 5.80 -1.41 0.0000
H -3.49 3.48 2.05 0.0000
H -0.16 3.02 -4.47 0.0000
H 0.49 -3.62 -3.99 -0.0002
H -4.51 3.02 0.64 0.0000
H 5.37 -0.42 -3.07 0.0000
H -2.36 5.10 0.22 0.0000
H -1.08 1.83 -3.60 0.0000
H 2.08 -4.13 -3.35 0.0002
H -0.86 3.65 -1.73 -0.0001
H -5.52 -3.21 2.82 0.0000
H -4.19 1.05 -0.54 0.0000
```



Density functional theory data (the ωB97M-V functional and the def2-TZVPD basis) for 5 unconnected molecules or ions with the total composition C15H40O15S5 at a distorted geometry.

Properties
- E_tot: -101086.647 eV
- Relative energy (zero: lowest compared OMol25 entry of this formula, charge and spin): 85.7 kcal per mole
- HOMO: -10.7 eV

```
75
Properties=species:S:1:pos:R:3:mulliken_charge:R:1
S -0.14 1.77 5.13 1.1206
S 3.83 2.86 1.72 1.3646
S 0.05 1.22 -5.08 1.0415
S -1.52 1.33 0.23 1.1854
S -3.11 -3.44 -0.66 1.2771
O -2.52 0.47 0.90 -0.6327
O -2.24 -4.37 -1.38 -0.6320
O -1.58 2.00 5.00 -0.5967
O -0.87 -0.09 -4.81 -0.2337
O 0.04 1.53 -6.52 -0.6038
O 3.95 1.80 0.41 -0.4331
O 2.55 3.42 1.58 -0.5742
O -1.94 2.18 -0.89 -0.6863
O 0.30 1.07 6.32 -0.6328
O -4.75 -3.98 -0.69 -0.3676
O 4.15 2.18 2.94 -0.6355
O 1.32 1.20 -4.28 -0.5648
O -3.17 -1.99 -0.99 -0.5110
O 0.39 0.88 3.82 -0.2051
O -0.19 0.49 -0.34 0.0004
C 3.23 1.98 -0.84 0.2732
C 1.18 -1.43 -0.60 -1.1483
C -0.19 -1.35 -4.58 0.0863
C 1.85 -0.46 2.71 -0.5541
C -5.04 -5.29 -0.86 -0.3114
C 5.19 4.04 1.30 -1.1584
C -0.71 2.44 1.41 -0.6309
C -2.77 -3.57 1.12 -0.8407
C -5.87 -5.63 0.46 -1.0155
C 1.54 0.06 4.02 -0.5719
C -0.28 -0.90 -0.44 0.5977
C 3.72 3.08 -1.81 -1.1436
C -0.84 2.53 -4.15 -0.8165
C 0.93 3.28 4.91 -0.7280
C -1.24 -2.40 -4.34 -1.1099
H -0.82 -1.43 0.34 -0.2974
H 3.63 4.08 -1.40 0.1949
H 1.66 0.30 1.95 -0.2560
H 0.18 2.00 1.87 -0.2440
H 3.53 1.04 -1.31 0.2947
H -0.46 3.48 -4.55 0.4102
H -1.67 -2.22 -3.35 0.0643
H 2.33 0.72 4.38 0.3320
H -1.88 -3.00 1.38 0.2587
H 3.14 2.91 -2.72 0.4025
H -1.42 2.72 2.19 0.5204
H 4.76 2.78 -1.88 0.3177
H 1.16 -2.48 -0.89 0.4321
H -1.90 2.66 -4.39 0.3529
H 5.61 4.30 2.27 0.4460
H -2.00 -2.47 -5.12 0.4010
H 2.90 -0.74 2.71 0.4082
H 0.35 3.80 4.15 0.2842
H 0.39 -1.27 -3.66 0.0580
H -2.49 -4.60 1.33 0.3419
H 5.91 3.45 0.72 0.3416
H 1.57 -1.76 0.36 0.2160
H 4.74 4.84 0.70 0.3264
H 1.51 -0.59 4.90 0.4346
H -4.11 -5.85 -0.82 0.2867
H 1.92 3.00 4.55 0.1297
H -0.63 2.52 -3.08 0.1409
H 1.82 -0.83 -1.26 0.1381
H -0.97 -3.45 -4.31 0.3865
H -6.20 -6.66 0.63 0.3707
H 1.00 3.83 5.84 0.4352
H 1.35 -1.40 2.48 0.3777
H -3.57 -3.11 1.71 0.3269
H -5.31 -5.33 1.34 0.2462
H -0.57 3.36 0.83 0.4200
H 2.16 2.03 -0.64 -0.0163
H 0.48 -1.71 -5.36 0.4009
H -5.58 -5.56 -1.76 0.3204
H -6.82 -5.09 0.37 0.2812
H -0.96 -1.21 -1.23 0.1062
```



Density functional theory data (the ωB97M-V functional and the def2-TZVPD basis) for 5 unconnected molecules or ions with the total composition C15H40O15S5 at a distorted geometry.

Properties
- E_tot: -101086.074 eV
- Relative energy (zero: lowest compared OMol25 entry of this formula, charge and spin): 98.9 kcal per mole
- HOMO: -10.5 eV

```
75
Properties=species:S:1:pos:R:3:mulliken_charge:R:1
S 3.80 5.42 2.48 1.1813
S 0.80 -1.16 0.79 1.2465
S -1.84 2.96 -3.02 1.0821
S -5.39 -1.08 1.27 1.0828
S 5.36 -4.74 0.52 1.1115
O -4.87 0.25 1.27 -0.5887
O 0.73 -1.82 2.17 -0.6661
O 2.17 5.14 2.72 -0.3614
O -6.82 -1.18 1.40 -0.6210
O -1.06 4.14 -3.17 -0.6123
O 3.93 6.85 2.30 -0.5922
O -0.61 -1.64 -0.01 -0.2933
O -1.27 1.64 -3.07 -0.5593
O 4.66 4.66 3.42 -0.5813
O 5.10 -5.82 1.52 -0.6389
O 1.93 -1.48 -0.09 -0.6139
O 5.96 -5.11 -0.73 -0.5858
O -3.08 3.09 -3.97 -0.2937
O 6.15 -3.46 1.22 -0.2103
O -5.10 -1.68 -0.22 -0.1883
C -4.40 -2.23 2.21 -0.8797
C -5.22 -3.34 -1.82 -1.2762
C 4.05 4.57 0.83 -0.9043
C 3.92 -3.68 0.08 -1.0483
C 1.99 3.57 4.48 -1.1464
C -5.12 2.54 -5.09 -1.2480
C -2.38 -1.11 -1.56 -0.6224
C -0.86 -0.92 -1.23 -0.0652
C 1.75 3.80 2.98 -0.0789
C -4.11 2.06 -4.03 -0.0743
C 0.64 0.73 1.01 -1.0949
C -6.04 -2.61 -0.74 -0.1871
C 8.57 -4.12 0.63 -0.9928
C -2.80 3.25 -1.40 -0.9216
C 7.44 -3.77 1.75 -0.4372
H -4.93 -2.67 -2.64 0.2792
H -2.65 -2.13 -1.86 0.2916
H 0.56 0.87 2.09 0.4369
H 3.49 -3.18 0.95 0.3323
H 9.53 -4.27 1.12 0.3949
H -2.79 -0.88 -0.58 0.0581
H 1.48 1.20 0.50 0.3854
H 2.98 3.36 4.89 0.3379
H 7.72 -2.86 2.28 0.2768
H 0.70 3.82 2.70 0.3152
H 4.81 5.05 0.22 0.3835
H 3.08 4.62 0.32 0.2986
H -3.41 -2.29 1.77 0.2689
H -5.09 -3.07 2.35 0.3265
H -3.24 2.35 -0.96 0.2437
H -6.64 -3.31 -0.15 0.4326
H 3.19 -4.29 -0.45 0.4742
H -4.29 -1.70 3.16 0.4199
H -5.85 -4.12 -2.24 0.4588
H -4.55 2.36 -6.00 0.3034
H -5.39 3.59 -5.00 0.3145
H -4.62 1.93 -3.08 0.3119
H -4.40 -3.93 -1.41 0.3193
H -0.21 -1.05 -2.09 0.3759
H 1.32 4.25 5.01 0.3275
H -5.97 1.87 -4.95 0.3803
H -0.74 0.16 -1.11 -0.0205
H -2.14 3.55 -0.59 0.3896
H 4.27 -3.08 -0.76 0.3764
H 1.45 2.66 4.77 0.3922
H 2.37 3.19 2.33 0.1383
H -2.61 -0.43 -2.38 0.1612
H -0.36 1.09 0.75 0.4082
H -3.53 1.22 -4.42 0.2927
H 8.40 -5.08 0.13 0.3319
H -6.75 -2.14 -1.42 0.1859
H 7.44 -4.60 2.45 0.3428
H 4.34 3.54 1.04 0.3046
H 8.69 -3.24 0.00 0.2599
H -3.63 3.92 -1.61 0.3684
```



Density functional theory data (the ωB97M-V functional and the def2-TZVPD basis) for 5 unconnected molecules or ions with the total composition C15H40O15S5 at a distorted geometry.

Properties
- E_tot: -101075.970 eV
- Relative energy (zero: lowest compared OMol25 entry of this formula, charge and spin): 21.2 kcal per mole
- HOMO (spin up / spin down): -13.0 / -13.0 eV
- Multiplicity: 2
- Net charge: +1

```
75
Properties=species:S:1:pos:R:3:mulliken_spin:R:1
S -2.16 -5.32 -0.73 -0.0006
S -1.28 2.72 -2.74 -0.0001
S -1.46 -0.39 6.81 0.0000
S 4.26 1.13 -2.40 0.0008
S 0.35 0.62 1.13 0.0170
O -1.12 -0.09 0.70 0.5876
O 0.35 2.06 0.88 0.0003
O -2.79 -0.66 7.38 0.0012
O 0.84 0.01 2.37 0.0144
O -1.56 -6.58 -0.39 0.0002
O 3.20 1.46 -3.33 -0.0001
O 3.94 1.19 -0.96 0.0036
O 5.65 2.10 -2.55 0.0005
O -1.38 -4.19 -1.18 0.0065
O -1.49 1.40 -3.30 0.0003
O -1.92 3.16 -1.48 0.0000
O -0.29 -1.03 7.37 0.0002
O -1.78 3.73 -3.97 0.0000
O -3.17 -4.74 0.51 0.0013
O -1.31 1.30 6.80 0.0003
C -0.14 1.86 6.20 0.0000
C -2.83 -1.56 1.27 0.0021
C 1.39 -0.07 -0.22 0.0614
C -1.33 -1.43 1.11 0.0760
C 0.62 3.06 -2.79 -0.0004
C -0.58 2.74 5.07 -0.0005
C 7.73 2.01 -3.70 0.0000
C 6.23 2.14 -3.85 0.0000
C -3.85 -5.74 1.22 0.0002
C 4.91 -0.60 -2.71 -0.0003
C -1.78 5.14 -3.93 0.0000
C -1.74 -0.96 5.08 0.0010
C -3.48 -5.59 -1.95 0.0015
C -3.74 -5.29 2.73 0.0009
C -1.29 5.62 -5.30 0.0000
H 8.25 2.10 -4.65 0.0000
H 0.37 2.51 6.91 0.0000
H -3.32 -0.79 1.86 0.0014
H 0.93 2.97 -3.83 0.0000
H -3.99 -6.50 -1.64 0.0002
H -1.14 5.52 -3.14 0.0000
H -0.71 -2.14 0.56 0.0848
H 2.39 -0.24 0.17 0.0126
H -0.40 5.14 -5.71 0.0000
H 6.12 3.17 -4.19 0.0001
H -1.09 2.19 4.27 0.0004
H -3.19 -1.65 0.24 0.0082
H -2.68 -5.22 2.95 0.0001
H 0.31 3.13 4.57 -0.0001
H 0.97 -1.01 -0.56 -0.0087
H -3.57 -6.78 1.01 0.0002
H -1.12 3.61 5.43 0.0000
H -4.36 -5.87 3.42 -0.0001
H 5.92 -0.79 -2.34 0.0000
H -1.06 6.67 -5.12 0.0000
H 4.13 -1.22 -2.29 0.0001
H -0.79 -1.40 2.06 0.1046
H -3.07 -5.82 -2.94 -0.0001
H 0.57 1.09 5.92 0.0001
H 4.71 -0.61 -3.78 0.0000
H 5.68 1.53 -4.58 0.0000
H -2.99 -2.43 1.89 0.0237
H -2.78 5.57 -3.79 0.0000
H -1.97 5.50 -6.15 0.0000
H 0.91 4.01 -2.36 0.0000
H 8.12 2.59 -2.87 0.0000
H -4.89 -5.58 0.94 0.0000
H 7.82 0.95 -3.47 0.0000
H -4.24 -4.32 2.85 -0.0004
H -0.75 -1.13 4.67 0.0001
H -2.19 -0.14 4.53 0.0001
H 1.19 2.30 -2.25 -0.0006
H -4.16 -4.76 -1.79 0.0000
H 1.41 0.55 -1.12 -0.0022
H -2.35 -1.87 5.12 0.0002
```



Density functional theory data (the ωB97M-V functional and the def2-TZVPD basis) for a molecular structure, C15H40O5Tl at a distorted geometry.

Properties
- E_tot: -31100.011 eV
- HOMO: -18.8 eV
- Net charge: +3

```
61
Properties=species:S:1:pos:R:3:mulliken_charge:R:1
Tl -0.53 0.44 -0.11 1.0516
O 1.91 -0.04 1.49 -0.2040
O -0.85 -1.79 -2.05 -0.2789
O -2.73 0.73 1.77 -0.3295
O 2.02 0.61 -1.64 -0.3391
O -1.37 3.21 -0.61 -0.3084
C 2.92 -0.17 -2.41 0.4366
C 2.10 -0.97 2.57 0.4249
C -1.46 -2.95 -4.07 -1.2517
C -3.62 3.40 -1.26 -1.0615
C -4.03 -0.78 3.11 -1.2862
C -2.40 4.18 -0.74 0.3544
C 3.20 -2.00 2.23 -1.2040
C -1.59 -0.36 3.56 -1.0994
C 3.81 0.79 -3.28 -1.3001
C 3.81 -1.03 -1.51 -0.7939
C -0.28 -2.43 -3.18 0.3942
C 2.45 -0.20 3.85 -1.2716
C 0.66 -3.57 -2.80 -1.2858
C -2.88 0.27 3.13 0.4587
C -2.68 4.79 0.63 -1.0474
H -3.03 4.08 1.39 0.1757
H 1.42 -3.16 -2.13 0.2426
H -1.52 -0.48 4.65 0.4746
H -3.47 1.36 1.63 0.1788
H 1.58 0.32 4.24 0.2917
H 4.26 0.22 -4.09 0.4210
H 4.37 -0.45 -0.77 0.3645
H -4.97 -0.46 2.66 0.4418
H 3.09 -2.85 2.90 0.4415
H 4.20 -1.57 2.26 0.3282
H 2.74 -0.86 4.67 0.4040
H 0.11 -4.34 -2.24 0.4968
H -3.43 5.57 0.56 0.3992
H -1.43 -1.35 3.14 0.3420
H -3.76 -1.60 2.44 0.3179
H -0.48 3.61 -0.66 0.3030
H -4.23 -1.12 4.12 0.3671
H 2.75 0.46 1.49 0.3261
H 1.01 -4.08 -3.69 0.4214
H 2.32 -0.80 -3.07 0.0539
H -2.14 -3.56 -3.48 0.3661
H -4.49 4.01 -1.51 0.4007
H 3.27 0.51 3.70 0.4359
H -0.73 0.27 3.32 0.1090
H 3.01 -2.33 1.21 0.2157
H 2.55 1.30 -1.20 0.3552
H 4.55 1.23 -2.61 0.3621
H 3.24 -1.76 -0.95 -0.0797
H -1.75 5.23 1.01 0.3600
H 4.60 -1.46 -2.14 0.4786
H -1.95 -2.07 -4.48 0.3571
H -3.23 1.10 3.75 0.3730
H -2.16 4.98 -1.45 0.3166
H -0.90 -2.49 -1.37 0.4030
H 3.16 1.59 -3.61 0.3955
H -1.07 -3.59 -4.86 0.4124
H -4.00 2.76 -0.46 0.1305
H -3.37 2.75 -2.11 0.3429
H 0.29 -1.69 -3.75 0.2460
H 1.13 -1.41 2.81 0.1690
```



Density functional theory data (the ωB97M-V functional and the def2-TZVPD basis) for a molecular structure, C15H41LiN2O7 at a distorted geometry.

Properties
- E_tot: -33723.340 eV
- Relative energy (zero: lowest compared OMol25 entry of this formula, charge and spin): 57.9 kcal per mole
- HOMO: -7.1 eV

```
66
Properties=species:S:1:pos:R:3:mulliken_charge:R:1
O 18.75 53.10 49.63 -1.1976
O 18.76 56.63 52.40 -0.0689
O 17.49 51.45 50.32 -0.0287
O 14.73 55.17 50.64 -0.2614
O 18.97 51.08 52.87 -0.0460
O 15.84 58.92 58.50 -0.3183
O 18.50 55.56 48.51 -0.6444
N 18.18 58.02 55.74 -0.3074
N 16.84 52.85 52.37 -0.3112
C 16.88 58.19 56.38 -0.5311
C 17.79 53.03 53.29 -0.2537
C 20.03 53.00 50.02 -0.3872
C 16.02 59.65 59.78 -0.6104
C 17.90 57.28 54.44 -0.3168
C 18.26 51.64 53.95 -1.1595
C 17.69 56.53 49.14 -0.1347
C 19.68 56.52 51.40 -0.9816
C 19.76 49.92 53.10 -1.0250
C 15.15 53.84 50.87 -0.9706
C 19.16 57.11 53.72 -1.4735
C 17.00 59.01 57.71 -0.8879
C 17.88 50.26 49.91 -1.4866
C 16.26 54.13 51.87 0.1910
C 13.74 55.38 49.77 -0.9055
Li 18.22 53.22 51.12 0.9371
H 17.33 59.84 57.48 0.6568
H 18.56 54.70 49.00 0.5442
H 17.25 53.38 54.08 0.6403
H 15.69 54.75 52.64 0.2870
H 19.99 57.68 51.46 0.2737
H 17.46 50.04 49.08 0.6454
H 18.76 53.64 53.00 -0.0230
H 14.95 59.94 60.15 0.2217
H 16.16 58.64 55.84 0.3835
H 17.39 56.31 54.67 0.1303
H 20.68 49.91 53.70 0.3010
H 19.96 49.37 52.22 0.3185
H 19.05 49.14 53.50 0.3617
H 20.01 52.70 51.16 0.0538
H 18.78 50.17 49.65 0.5662
H 15.59 53.53 49.96 0.5138
H 17.51 51.03 54.19 0.5789
H 13.92 54.90 48.82 0.3506
H 20.38 54.02 50.13 0.2364
H 18.66 59.04 55.49 0.3179
H 16.60 56.08 49.36 -0.0642
H 16.44 57.23 56.94 0.2164
H 18.84 51.91 54.78 0.4805
H 19.73 56.56 54.13 0.8432
H 18.12 56.81 50.10 -0.0321
H 17.82 58.50 58.37 0.3168
H 16.64 60.54 59.41 0.2678
H 14.25 53.30 51.25 0.5025
H 12.88 54.87 50.11 0.3944
H 17.08 54.76 51.55 -0.3089
H 19.42 55.89 50.47 0.2858
H 17.67 57.39 48.57 0.4764
H 17.65 49.43 50.68 0.2026
H 20.79 52.46 49.26 0.1156
H 20.40 55.88 51.83 0.3619
H 19.42 58.13 53.71 0.4310
H 15.94 52.27 52.49 0.3385
H 16.72 59.15 60.50 0.2656
H 16.54 51.59 50.11 0.1419
H 13.55 56.42 49.68 0.2409
H 17.29 57.78 53.70 0.3442
```